{
  "formula": "C4H9NO",
  "method": "wB97M-V/def2-TZVPD",
  "fmax_ev_per_a": 0.3,
  "charge": 0,
  "gap_ev": [8.85, 8.85],
  "relative_energy_kj_mol": 661.93,
  "homo_energy_ev": [-9.05, -9.05],
  "symbols": ["C", "H", "H", "C", "N", "H", "H", "O", "H", "C", "H", "H", "H", "C", "H"],
  "coordinates": [[-0.52, 0.85, -0.04], [2.80, -0.14, -0.68], [-2.44, 0.66, 1.18], [1.93, -0.06, -0.02], [1.13, -1.24, 0.25], [1.45, -2.05, -0.27], [-1.33, -1.03, 0.68], [-0.25, 1.31, 1.14], [1.99, 0.65, 0.80], [0.58, -0.23, -0.63], [-1.79, 1.08, 1.51], [-1.99, -0.54, -0.99], [0.52, -0.42, -1.70], [-1.45, -0.26, -0.08], [-0.64, 1.55, -0.88]]
}

***

{
  "formula": "C3H3FeLiO3",
  "method": "wB97M-V/def2-TZVPD",
  "fmax_ev_per_a": 6.0,
  "charge": 1,
  "multiplicity": 6,
  "gap_ev": [6.47, 7.94],
  "relative_energy_kj_mol": 0.00,
  "homo_energy_ev": [-11.09, -13.07],
  "symbols": ["C", "O", "C", "O", "O", "H", "Li", "H", "Fe", "C", "H"],
  "coordinates": [[-0.38, 0.44, 1.63], [0.52, -2.04, -1.97], [-0.01, -1.17, -1.24], [0.57, -0.08, -0.95], [-1.32, -0.35, 1.62], [0.22, 0.66, 2.52], [1.89, -0.36, -2.52], [0.90, 1.76, 0.52], [-1.70, -1.47, 0.16], [0.08, 1.07, 0.35], [-0.77, 1.55, -0.13]]
}

***

{
  "formula": "C5H3NO",
  "method": "wB97M-V/def2-TZVPD",
  "fmax_ev_per_a": 2.0,
  "charge": 0,
  "gap_ev": 8.80,
  "relative_energy_kj_mol": 335.22,
  "homo_energy_ev": -9.08,
  "symbols": ["C", "C", "H", "C", "C", "H", "N", "H", "C", "O"],
  "coordinates": [[1.23, -0.41, 0.84], [0.08, -0.67, 0.12], [-0.45, 2.70, -1.05], [-0.10, 0.67, -0.27], [-0.61, -1.89, -0.05], [1.79, -1.16, 1.38], [-1.11, -2.93, -0.09], [-1.63, 1.15, -0.95], [-0.72, 1.72, -0.68], [1.54, 0.82, 0.75]]
}

***

{
  "formula": "C12H11O2",
  "method": "wB97M-V/def2-TZVPD",
  "fmax_ev_per_a": 4.8,
  "charge": -1,
  "gap_ev": 7.73,
  "relative_energy_kj_mol": 0.00,
  "homo_energy_ev": -4.46,
  "symbols": ["C", "C", "H", "H", "H", "H", "C", "O", "H", "H", "O", "C", "C", "H", "C", "C", "H", "C", "C", "C", "H", "C", "C", "H", "H"],
  "coordinates": [[-1.29, 0.02, 0.82], [1.30, -0.64, -1.90], [0.21, -2.23, 1.44], [-0.57, 3.26, -0.86], [-1.56, 1.43, 2.43], [1.59, -0.03, -2.78], [0.19, -0.08, -1.25], [0.92, 2.65, -4.81], [-0.13, 0.19, 2.50], [-1.86, 0.55, 0.04], [2.59, 2.78, -3.39], [-0.11, 2.49, -1.44], [0.48, 2.08, -2.54], [-1.35, 0.88, -2.32], [-0.66, 0.88, 1.89], [1.95, -1.83, -1.44], [-1.98, -0.91, 1.15], [0.48, -1.72, 0.49], [-0.44, 1.10, -1.83], [1.46, -2.41, -0.26], [0.16, 1.50, 1.37], [-0.25, -0.65, -0.06], [1.43, 2.53, -3.71], [2.74, -2.41, -1.89], [1.88, -3.26, 0.07]]
}

***

{
  "formula": "C19H20Cl3NO",
  "method": "wB97M-V/def2-TZVPD",
  "fmax_ev_per_a": 1.8,
  "charge": 0,
  "gap_ev": 6.36,
  "homo_energy_ev": -7.20,
  "symbols": ["C", "H", "C", "H", "H", "H", "H", "C", "C", "H", "C", "Cl", "H", "H", "H", "N", "C", "C", "Cl", "H", "C", "C", "C", "C", "H", "H", "H", "C", "H", "C", "C", "C", "C", "H", "Cl", "O", "C", "C", "H", "H", "C", "H", "H", "H"],
  "coordinates": [[-2.16, -2.62, 1.34], [1.37, 2.45, -3.59], [-2.54, -4.10, -0.50], [2.21, 2.58, 1.02], [-1.20, -5.76, -0.65], [3.78, -0.33, -2.41], [-3.71, -2.35, -0.09], [-2.51, -1.39, 2.08], [1.05, 2.76, -0.77], [-0.99, 2.98, -1.34], [-0.55, -1.88, 3.57], [-2.39, -0.15, 4.37], [1.34, -0.36, -4.02], [-0.25, 3.55, 1.80], [0.11, 4.09, -2.18], [1.70, 1.82, -1.60], [-0.11, 3.62, -1.21], [-0.35, -3.06, 2.97], [-0.60, 0.39, 2.19], [2.75, 0.66, -4.25], [-0.76, -4.55, 1.04], [-0.33, 4.64, -0.08], [2.69, -0.30, -2.27], [1.36, 3.01, 0.52], [2.36, -1.34, -2.13], [-1.40, 4.79, 0.14], [1.00, 4.80, 1.68], [2.31, 0.57, -1.07], [0.15, 1.35, -2.92], [1.22, 1.56, -2.98], [-1.09, -3.41, 1.77], [0.44, 4.04, 1.11], [-1.47, -4.88, -0.09], [0.08, 5.63, -0.36], [0.77, -4.20, 3.62], [-3.56, -0.83, 1.91], [2.01, 0.34, -3.51], [-2.88, -2.98, 0.21], [1.55, 0.08, -0.44], [-0.02, -1.67, 4.49], [-1.50, -0.85, 3.05], [3.17, 0.82, -0.43], [0.05, -5.16, 1.37], [-3.09, -4.37, -1.38]]
}

***

{
  "formula": "H2N2O3Si",
  "method": "wB97M-V/def2-TZVPD",
  "fmax_ev_per_a": 5.3,
  "charge": 0,
  "gap_ev": 9.30,
  "relative_energy_kj_mol": 357.86,
  "homo_energy_ev": -10.18,
  "symbols": ["O", "N", "O", "H", "H", "N", "O", "Si"],
  "coordinates": [[0.64, 1.04, 0.40], [-1.10, -0.73, 0.34], [-2.43, -1.22, -0.07], [2.09, -0.31, -1.34], [2.96, -0.23, 0.94], [-1.85, 0.05, -0.09], [-2.25, 1.11, -0.26], [1.94, 0.30, 0.09]]
}

***

{
  "formula": "C44H59BrCl2N3O3PtSb",
  "method": "wB97M-V/def2-TZVPD",
  "fmax_ev_per_a": 1.0,
  "charge": 2,
  "multiplicity": 5,
  "gap_ev": [6.00, 3.18],
  "relative_energy_kj_mol": 31.52,
  "homo_energy_ev": [-11.07, -11.08],
  "symbols": ["C", "C", "H", "C", "C", "H", "H", "C", "H", "C", "C", "H", "H", "H", "H", "H", "H", "C", "H", "H", "Br", "C", "H", "H", "H", "H", "C", "C", "H", "C", "H", "C", "H", "C", "C", "H", "H", "H", "C", "C", "H", "C", "H", "H", "C", "H", "C", "C", "C", "H", "H", "H", "H", "H", "H", "N", "C", "H", "H", "C", "C", "C", "Cl", "C", "H", "Pt", "H", "C", "H", "C", "H", "C", "H", "C", "C", "O", "H", "H", "C", "H", "H", "H", "H", "C", "C", "H", "H", "H", "H", "C", "N", "C", "O", "Sb", "H", "N", "H", "H", "C", "H", "H", "C", "C", "H", "C", "H", "C", "C", "H", "Cl", "O", "H", "H", "C"],
  "coordinates": [[3.86, -1.25, 2.96], [0.11, -3.94, 2.47], [-2.76, -1.91, -1.01], [-3.63, 5.66, -0.30], [-4.82, -2.54, 1.49], [5.39, 2.12, -5.26], [-0.68, 3.55, -4.86], [5.38, 2.51, -4.25], [-4.31, -2.19, 0.59], [-1.46, 0.50, 4.54], [4.85, 2.22, -1.90], [-3.05, 0.86, -2.25], [0.09, 1.83, -3.31], [-0.41, -2.66, -1.74], [0.56, -3.20, 1.80], [-2.22, 5.33, -4.06], [0.48, -4.92, 2.17], [5.97, 3.73, -3.97], [1.08, -1.87, -3.52], [-6.01, -2.50, 3.90], [-1.92, 2.35, 1.48], [3.74, -1.87, -6.24], [-1.66, -5.88, 3.26], [0.86, -0.19, -3.03], [-1.61, -1.23, 6.79], [-2.13, -2.65, 5.88], [-1.85, 3.60, -1.11], [1.41, 1.38, 2.56], [-4.32, 0.16, 1.74], [-1.86, 4.57, -3.37], [-1.80, -4.57, 4.43], [3.77, 0.02, -4.72], [2.80, -1.55, -8.14], [4.27, 1.39, -0.78], [-2.37, -1.08, -1.60], [-2.94, -4.36, 0.86], [4.72, -1.07, 2.31], [4.19, -0.14, -2.75], [-4.72, -0.30, 2.65], [2.67, 0.18, -6.88], [4.16, -1.09, 3.99], [3.01, 0.73, -5.66], [0.63, -0.81, 5.58], [0.30, -2.45, 5.02], [3.05, -1.12, -7.18], [0.91, 2.32, 2.73], [-1.30, -1.00, 4.70], [4.78, 1.76, -3.23], [-1.85, -4.27, 0.95], [5.45, 3.82, -0.63], [-2.31, -1.42, -2.64], [-1.07, 1.00, 5.44], [-0.48, -1.09, -3.78], [4.52, 0.34, -0.88], [3.55, -2.28, 2.83], [1.01, 0.49, 1.58], [-3.17, 5.62, -1.59], [-4.54, -3.44, 4.16], [-5.89, -2.36, 1.35], [0.37, -1.16, -3.10], [1.86, -0.53, 1.65], [-0.57, 2.60, -2.94], [2.38, 2.30, -5.28], [-3.24, 4.67, 0.61], [4.02, -2.90, -6.45], [0.13, 1.40, -0.32], [-4.30, 6.45, 0.03], [5.43, 3.46, -1.65], [-4.37, 0.27, 3.51], [-0.92, 2.61, -1.57], [-3.47, 6.39, -2.30], [5.98, 4.22, -2.66], [1.85, -1.39, 1.00], [-2.05, -4.86, 3.41], [-3.28, 0.12, -1.49], [-1.05, -0.79, -1.12], [-3.14, -4.91, 3.31], [2.09, 0.76, -7.59], [-0.04, -1.62, -1.72], [-1.42, -5.23, 0.66], [0.82, -1.57, -1.05], [4.68, 1.75, 0.17], [-4.32, -0.20, -1.62], [4.08, -1.31, -5.03], [2.76, 1.50, -0.70], [0.71, -1.17, 3.85], [-5.82, -0.20, 2.62], [-3.18, 0.58, -0.51], [-2.51, 0.80, 4.44], [-2.10, -1.56, 5.86], [4.17, 0.54, -3.49], [-4.92, -2.43, 4.01], [2.06, 0.51, -1.11], [-2.13, -1.86, 2.78], [6.44, 5.17, -2.44], [2.76, -0.35, 2.62], [6.44, 4.29, -4.76], [-3.12, -1.18, 5.88], [0.17, -1.39, 4.77], [-4.68, -3.61, 1.60], [-4.71, -1.83, 4.89], [-4.38, -1.78, 2.74], [2.49, 0.87, 3.22], [3.08, 1.25, 4.04], [-2.38, 3.68, 0.19], [-1.50, -3.52, 0.24], [-1.01, 3.57, -3.82], [-1.41, -3.95, 2.37], [0.46, -3.76, 3.49], [4.92, -2.26, -3.86], [2.23, 2.53, -0.22], [-3.62, 4.68, 1.62], [-0.90, 0.88, 3.68], [-2.30, 4.60, -2.02]]
}

***

{
  "formula": "C37H89NO15",
  "method": "wB97M-V/def2-TZVPD",
  "fmax_ev_per_a": 2.0,
  "charge": 0,
  "gap_ev": 8.73,
  "relative_energy_kj_mol": 122.80,
  "homo_energy_ev": -8.07,
  "symbols": ["O", "H", "C", "H", "H", "H", "H", "H", "H", "C", "H", "H", "C", "O", "C", "H", "C", "H", "H", "H", "H", "H", "C", "C", "H", "H", "C", "H", "H", "H", "O", "H", "C", "H", "O", "H", "H", "H", "O", "H", "N", "O", "C", "O", "H", "H", "H", "H", "O", "O", "C", "C", "O", "C", "H", "H", "C", "H", "H", "H", "C", "C", "C", "H", "C", "H", "C", "O", "H", "C", "H", "C", "H", "H", "H", "H", "C", "H", "H", "H", "H", "H", "C", "H", "C", "H", "H", "H", "C", "O", "H", "H", "C", "H", "H", "H", "H", "H", "H", "H", "H", "C", "H", "O", "H", "C", "O", "C", "H", "H", "H", "H", "H", "H", "C", "H", "H", "H", "H", "H", "C", "H", "H", "H", "C", "H", "H", "H", "H", "C", "H", "H", "C", "H", "C", "C", "H", "C", "H", "O", "H", "H"],
  "coordinates": [[4.79, 7.27, -5.94], [-7.63, -3.62, 1.18], [1.09, 1.45, -0.33], [3.26, 2.41, 4.31], [-3.63, -3.70, -0.20], [1.96, -3.53, -4.17], [-2.22, -2.83, 1.91], [-2.00, 0.77, 0.39], [-2.11, 1.52, -4.00], [8.49, 2.71, 4.45], [0.19, 2.63, -5.18], [-2.14, -5.12, 2.95], [-3.11, 4.41, -2.43], [5.16, 3.07, 1.27], [-2.43, 2.16, -1.94], [-0.50, 1.18, 2.67], [6.33, -1.36, 3.85], [-7.19, -6.18, 2.81], [7.02, -1.04, 3.06], [-1.83, -4.91, 1.27], [6.42, 2.08, 3.05], [0.50, -1.54, -2.20], [-3.82, -4.32, 1.90], [6.99, 2.93, 2.67], [-0.32, -0.35, 1.71], [-2.80, -6.31, 1.83], [1.79, -0.76, -0.73], [4.60, 8.88, -7.20], [-2.31, 1.97, 1.63], [-7.05, -5.50, 4.41], [-4.73, 1.67, 2.16], [4.81, 3.56, -2.40], [3.61, 1.39, 4.13], [3.05, 3.54, -2.15], [-2.22, 0.06, 2.31], [5.38, 4.38, 2.83], [1.61, -1.81, -4.08], [6.43, -2.43, 4.07], [-4.46, -5.19, 4.05], [-0.39, -4.01, -6.16], [-4.87, -4.82, 2.76], [-0.58, -1.21, -0.52], [-2.60, -5.25, 1.97], [-3.47, 3.04, -2.35], [1.30, 2.47, -0.66], [-6.01, -3.77, -0.75], [-3.71, -2.02, 1.90], [-5.57, 1.54, 3.98], [-2.11, -4.74, -3.43], [3.65, 5.11, -3.25], [0.51, 2.57, -4.13], [-3.45, -5.02, -3.10], [-0.03, -2.98, -4.40], [-1.96, -4.31, -4.78], [0.02, 1.29, -0.19], [-5.84, 0.14, 2.92], [-1.71, -1.84, -1.11], [6.46, 4.67, 1.43], [9.19, 2.06, 3.92], [1.61, -2.67, -5.64], [4.38, 6.92, -4.63], [-7.21, -5.24, 3.36], [-0.83, 0.14, 2.54], [1.90, -0.80, 0.37], [-0.51, -4.11, -5.08], [-7.30, -2.48, 3.42], [-6.22, -4.28, 2.69], [1.73, 0.56, -1.22], [-5.57, -2.49, 0.38], [-4.31, -4.24, 0.46], [4.92, 7.51, -3.88], [-5.09, 0.87, 3.27], [1.81, -1.30, 3.99], [-1.00, 0.85, -2.80], [3.55, 3.12, -0.09], [1.23, 3.37, -3.93], [-5.66, -3.57, 0.26], [-2.54, -3.39, -4.89], [4.08, -1.42, 5.20], [-6.91, -5.18, 0.86], [6.61, -0.78, 4.74], [-8.22, -4.82, 3.40], [-1.53, 1.76, -3.11], [3.65, 9.04, -5.69], [2.73, -0.76, 3.76], [-5.94, -2.94, 4.38], [3.71, 3.15, -3.77], [-4.30, 0.28, 3.74], [3.99, -1.56, 4.12], [2.56, 0.50, 4.41], [-2.42, -5.03, -5.47], [0.88, -2.68, -0.83], [1.33, -2.73, -4.58], [7.66, 2.60, 1.86], [-4.29, 1.54, 0.20], [9.01, 3.32, 5.20], [-4.05, 4.92, -2.67], [-4.07, -4.13, -3.25], [3.91, 1.45, 3.08], [-2.09, -1.21, -1.92], [5.41, 9.17, -5.65], [-2.60, 0.97, 1.28], [4.58, 4.48, -0.05], [5.05, -1.04, 3.35], [4.17, 4.84, -5.23], [-4.11, 0.97, 1.11], [7.71, 3.58, 3.68], [-6.29, -2.90, 3.35], [3.31, 7.17, -4.54], [-3.83, -5.85, -3.70], [-5.71, -2.15, 2.81], [7.87, 2.06, 5.08], [3.43, 4.21, 1.32], [-2.75, 4.82, -1.49], [0.62, -1.66, -1.12], [-2.45, -1.94, -0.31], [-4.64, -6.14, 4.04], [-3.49, -5.26, -2.04], [-4.58, -0.01, 0.97], [5.47, 5.12, -4.14], [-6.68, -4.17, 1.22], [-1.51, -2.83, -1.54], [4.45, 1.27, 4.81], [2.74, -1.15, -1.12], [4.44, 5.44, -4.36], [1.46, 1.27, 0.69], [0.03, -5.00, -4.72], [2.72, -0.53, 2.69], [-4.36, -5.28, 0.11], [5.99, 3.90, 2.05], [0.92, 1.57, -3.96], [-2.90, 1.24, -1.61], [4.10, 3.73, 0.61], [-3.16, -2.92, 3.38], [3.84, 3.76, -2.86], [-3.24, -2.91, 2.30], [-2.42, 4.53, -3.27], [4.57, 8.66, -6.14], [-0.55, -0.37, 3.46], [-0.62, 2.82, -3.33], [-1.81, 2.65, -1.19], [3.83, -2.62, 3.89]]
}

***

{
  "formula": "C13H25F3N4O5P",
  "method": "wB97M-V/def2-TZVPD",
  "fmax_ev_per_a": 4.9,
  "charge": 1,
  "gap_ev": 7.77,
  "homo_energy_ev": -11.61,
  "symbols": ["H", "C", "H", "H", "C", "H", "C", "O", "C", "H", "H", "H", "F", "C", "C", "H", "O", "H", "C", "N", "F", "C", "P", "H", "H", "C", "F", "H", "H", "N", "C", "H", "C", "H", "H", "C", "H", "H", "H", "H", "C", "H", "N", "H", "O", "O", "H", "O", "H", "N", "H"],
  "coordinates": [[1.30, 2.85, -3.34], [-0.82, -6.20, 2.10], [-0.28, 3.13, 0.26], [3.64, 1.98, 2.97], [0.31, 3.88, -0.37], [0.17, -6.38, 1.68], [2.22, 0.84, 1.61], [-2.83, -3.80, 0.29], [-0.50, -1.30, 0.23], [-3.69, -6.52, 1.50], [-1.59, 2.99, -2.81], [-2.26, 4.48, 0.01], [0.94, 1.44, 1.47], [-2.51, -4.89, 0.75], [3.41, 1.88, 1.84], [0.63, 4.72, 0.35], [-2.53, 1.09, -1.57], [-1.11, -2.19, 0.08], [3.95, 2.62, -1.06], [3.41, 2.47, -2.38], [2.44, -0.04, 0.50], [1.65, 3.31, -1.01], [-0.84, 4.70, -1.66], [-1.44, -7.08, 1.93], [-2.78, -6.88, 0.00], [2.00, 2.86, -2.44], [2.14, 0.03, 2.79], [2.23, 3.83, 1.73], [-0.56, 0.75, -0.29], [2.87, 3.10, -0.25], [3.13, 3.33, 1.22], [3.97, 2.13, -3.19], [-3.04, -1.24, -1.32], [0.50, -1.46, -0.19], [-3.92, -0.99, -1.92], [-3.35, -6.12, 0.54], [-0.86, -4.15, 1.58], [-0.73, -6.02, 3.17], [-3.38, -1.64, -0.36], [-4.23, -5.87, -0.06], [-2.21, -0.01, -1.11], [-0.40, -1.11, 1.31], [-1.06, -0.13, -0.39], [4.05, 3.99, 1.39], [-2.32, 4.98, -0.85], [-1.01, 3.76, -3.07], [4.36, 1.41, 1.38], [-0.25, 6.07, -2.02], [4.99, 2.43, -0.64], [-1.37, -5.02, 1.48], [-2.46, -2.00, -1.86]]
}

***

{
  "formula": "C2H2ClO2S",
  "method": "wB97M-V/def2-TZVPD",
  "fmax_ev_per_a": 3.5,
  "charge": -1,
  "gap_ev": 6.74,
  "relative_energy_kj_mol": 183.85,
  "homo_energy_ev": -2.98,
  "symbols": ["Cl", "S", "O", "C", "H", "O", "H", "C"],
  "coordinates": [[2.14, 1.97, -0.60], [1.98, -0.12, -0.08], [-2.67, -1.24, 0.97], [-1.90, -0.69, 0.22], [-0.94, 0.71, -1.13], [2.22, -0.27, 1.42], [0.15, -0.21, -0.30], [-0.98, -0.17, -0.48]]
}

***

{
  "formula": "C6H8S",
  "method": "wB97M-V/def2-TZVPD",
  "fmax_ev_per_a": 3.9,
  "charge": 0,
  "gap_ev": 8.72,
  "relative_energy_kj_mol": 426.19,
  "homo_energy_ev": -8.25,
  "symbols": ["H", "H", "H", "C", "H", "H", "C", "C", "C", "H", "C", "C", "S", "H", "H"],
  "coordinates": [[0.12, 0.73, 2.34], [0.08, 2.37, 0.05], [1.55, 1.97, 0.78], [1.09, 0.63, -0.86], [-1.24, 1.21, 1.14], [0.92, -0.85, -2.66], [0.27, -0.94, -1.77], [-0.15, -0.68, 0.78], [0.71, 1.52, 0.37], [0.47, -1.17, 1.57], [-0.28, 0.71, 1.33], [0.55, -0.59, -0.46], [-1.27, -1.61, -2.25], [-1.74, -2.10, -0.94], [-1.07, -1.21, 0.59]]
}

***

{
  "formula": "C3H5NO2",
  "method": "wB97M-V/def2-TZVPD",
  "fmax_ev_per_a": 0.8,
  "charge": 0,
  "gap_ev": 10.42,
  "relative_energy_kj_mol": 253.03,
  "homo_energy_ev": -10.56,
  "symbols": ["O", "C", "H", "H", "H", "C", "N", "C", "H", "O", "H"],
  "coordinates": [[-1.86, -0.63, 1.43], [-0.35, 0.52, -0.25], [0.50, -1.72, -1.39], [0.84, -2.26, -1.01], [1.81, 0.22, 0.22], [0.93, 0.78, 0.53], [-0.75, 0.75, -1.42], [-0.87, -0.10, 1.04], [-1.71, 0.42, -1.53], [0.30, 0.18, 1.69], [1.16, 1.84, 0.70]]
}